{"formula": "C13H10ClNO6Pt", "method": "the ωB97M-V functional and the def2-TZVPD basis", "elements": ["Pt", "O", "C", "O", "C", "O", "O", "Cl", "C", "C", "C", "C", "C", "C", "C", "H", "H", "H", "H", "H", "H", "O", "C", "C", "C", "C", "O", "N", "H", "H", "H", "H"], "positions_angstrom": [[-0.59690, -0.81995, -0.52538], [-3.87997, 0.88720, 3.06350], [-3.49865, 0.83834, 1.97298], [-3.12941, 0.80538, 0.87397], [-1.77449, -2.80249, 1.77168], [-2.36526, -3.03019, 2.73006], [-1.14648, -2.66183, 0.79679], [2.96345, 2.26530, -2.87253], [1.56205, 1.26757, -2.71576], [1.58098, -0.01035, -3.34935], [0.50561, -0.82737, -3.28614], [-0.68687, -0.41604, -2.58865], [-1.75041, -1.28775, -2.20681], [-0.65194, 0.84218, -1.88413], [0.49302, 1.69315, -2.00804], [2.47652, -0.31566, -3.87230], [0.51435, -1.79286, -3.77519], [-1.72142, -2.30688, -2.57712], [-2.74697, -0.87375, -2.09187], [-1.59424, 1.28859, -1.58350], [0.49351, 2.66765, -1.54120], [-1.06739, -0.44476, 2.66279], [0.05620, -0.08347, 2.33309], [1.06797, 0.53772, 3.28191], [2.29370, 0.77310, 2.40795], [1.85738, 0.30982, 1.02399], [2.54036, 0.34739, 0.02504], [0.56314, -0.16513, 1.07361], [1.23257, -0.14514, 4.11437], [0.63940, 1.45109, 3.69492], [3.16655, 0.19371, 2.70653], [2.60367, 1.81542, 2.34477]], "atomic_forces_ev_per_a": [[-0.1, 0.0, 0.3], [-0.1, 0.0, 0.0], [0.2, 0.0, 0.2], [-0.1, 0.0, -0.2], [0.3, 0.1, 0.3], [-0.2, 0.0, -0.1], [0.0, 0.0, -0.2], [0.0, 0.0, 0.0], [-0.1, 0.0, 0.0], [0.0, 0.0, 0.0], [-0.1, 0.0, -0.1], [0.1, 0.0, 0.0], [0.0, 0.0, -0.2], [-0.1, -0.1, 0.1], [0.0, 0.0, -0.1], [0.0, 0.0, 0.0], [0.0, 0.0, 0.0], [0.0, 0.0, 0.0], [0.0, 0.0, 0.0], [0.0, 0.1, 0.0], [0.0, 0.0, 0.0], [0.0, -0.1, 0.0], [0.1, 0.2, 0.0], [0.0, 0.0, 0.0], [0.0, 0.0, 0.0], [0.1, 0.0, -0.2], [0.0, 0.0, 0.1], [-0.2, -0.1, 0.2], [0.0, 0.0, 0.0], [0.0, 0.0, 0.0], [0.0, 0.0, 0.0], [0.0, 0.0, 0.0]], "lowdin_charge": [1.107, 0.215, -0.433, 0.168, -0.394, 0.254, 0.084, 0.699, -0.679, -0.085, -0.037, -0.434, -0.144, -0.187, -0.112, 0.111, 0.119, 0.070, 0.070, 0.111, 0.117, 0.012, -0.493, -0.077, -0.079, -0.496, 0.051, -0.023, 0.122, 0.123, 0.121, 0.121], "e_lumo_ev": -0.39, "homo_lumo_gap_ha": 0.3079, "e_tot_ev": -43189.3677, "homo_energy_ev": -8.764, "spin_multiplicity": 1}

{"formula": "C13H10GaN2O4", "method": "the ωB97M-V functional and the def2-TZVPD basis", "elements": ["Ga", "O", "C", "C", "O", "C", "O", "C", "O", "C", "H", "H", "C", "H", "H", "N", "C", "N", "C", "C", "C", "C", "C", "C", "H", "H", "H", "H", "H", "H"], "positions_angstrom": [[-0.09179, -0.33778, -0.69598], [-0.39120, 2.48311, -1.95582], [-0.16444, 1.55206, -1.29924], [-0.09335, -1.98177, -1.82724], [0.03685, -3.05231, -2.24552], [2.20224, -0.21233, -1.57093], [3.32858, -0.17009, -1.33844], [-2.33702, -0.20993, -1.52427], [-3.46097, -0.38185, -1.64443], [-0.13428, 0.55933, -5.35191], [-1.09049, 1.09258, -5.33084], [0.77270, 1.16151, -5.21474], [-0.08889, -0.78975, -5.43208], [0.85053, -1.35209, -5.43737], [-0.99674, -1.39308, -5.47912], [-0.64035, -1.59859, 3.24324], [-0.75883, -1.89396, 1.93932], [-0.18996, -0.88919, 1.22242], [0.32938, 0.05165, 2.12609], [0.70992, 1.38391, 1.95442], [0.93590, 2.14196, 3.11804], [0.65956, 1.63983, 4.39621], [0.15991, 0.34156, 4.54236], [0.08809, -0.42029, 3.39931], [-1.08746, -2.03961, 4.04210], [-1.23264, -2.82568, 1.62908], [0.68522, 1.81401, 0.96293], [1.35465, 3.14636, 3.02027], [0.80233, 2.27733, 5.26767], [-0.15746, -0.09691, 5.48448]], "atomic_forces_ev_per_a": [[-0.3, -1.0, 2.2], [1.4, -4.8, 3.9], [-1.5, 6.2, -4.5], [1.0, -6.6, -2.8], [-0.8, 5.4, 1.9], [4.6, 0.2, 1.9], [-4.6, -0.2, -1.4], [-4.3, -0.8, 0.1], [4.0, 0.7, 0.2], [0.0, -0.6, 0.9], [0.3, -0.2, -0.3], [-0.3, -0.2, -0.5], [0.0, 0.4, 0.6], [-0.2, 0.3, -0.2], [0.1, 0.2, -0.3], [0.4, -0.1, -1.3], [-0.1, 0.1, 1.7], [0.2, 0.5, -2.3], [-0.1, 1.1, 0.3], [-0.1, -0.4, 0.8], [0.3, 0.0, -1.0], [-0.2, -0.8, 0.2], [0.7, 0.8, 0.4], [-1.3, -0.3, 0.1], [0.0, -0.6, -0.3], [0.2, 0.4, -0.3], [0.5, 0.4, -0.1], [-0.4, -0.2, 0.0], [-0.1, -0.2, -0.2], [0.1, 0.3, 0.1]], "lowdin_charge": [0.521, 0.330, 0.084, 0.079, 0.325, 0.124, 0.254, 0.105, 0.274, -0.054, 0.061, 0.059, -0.060, 0.061, 0.059, 0.204, -0.017, 0.038, -0.225, -0.013, 0.000, 0.013, 0.060, -0.166, 0.209, 0.175, 0.068, 0.140, 0.144, 0.148], "e_lumo_ev": -13.36, "homo_lumo_gap_ha": 0.1939, "e_tot_ev": -77154.5834, "homo_energy_ev": -18.639, "charge": 3, "spin_multiplicity": 1}

{"formula": "C13H10N5O7RuSe", "method": "the ωB97M-V functional and the def2-TZVPD basis", "elements": ["Ru", "O", "C", "O", "C", "C", "C", "C", "C", "C", "O", "N", "O", "O", "N", "O", "O", "H", "H", "Se", "C", "N", "C", "C", "C", "C", "N", "N", "C", "H", "H", "H", "H", "H", "H", "H", "H"], "positions_angstrom": [[1.22055, -0.34114, -0.92441], [-0.85085, -2.95849, -3.19809], [-0.22769, -2.57446, -2.25188], [0.33879, -1.35652, -2.26139], [-0.01219, -3.43783, -1.04621], [-0.40421, -4.76443, -1.17349], [-0.28312, -5.61840, -0.10116], [0.19750, -5.19228, 1.11817], [0.59206, -3.87616, 1.24377], [0.50248, -2.96984, 0.16993], [0.83656, -1.68910, 0.35362], [1.09642, -3.48326, 2.56798], [0.72635, -4.12878, 3.51290], [1.88355, -2.54740, 2.64715], [-0.68963, -7.03125, -0.24865], [-1.11801, -7.36765, -1.32859], [-0.57588, -7.73793, 0.72803], [-0.80902, -5.11074, -2.11405], [0.26625, -5.87211, 1.95466], [0.87621, 2.64321, -4.84433], [1.14442, 1.71584, -3.33463], [1.32564, 1.11769, -2.36177], [3.24709, 0.42372, 4.01191], [2.94240, 0.88121, 2.63044], [3.15226, 2.10761, 2.00208], [2.65949, 1.98016, 0.71691], [2.16523, 0.72778, 0.54802], [2.35450, 0.09377, 1.73821], [2.64738, 3.01982, -0.34905], [3.95750, 1.09913, 4.48086], [3.65934, -0.58426, 4.00763], [2.33722, 0.40937, 4.61329], [3.60930, 2.98168, 2.43231], [2.07915, -0.88255, 1.84561], [3.14312, 3.91429, 0.01951], [1.62696, 3.28906, -0.62370], [3.17526, 2.68280, -1.24015]], "atomic_forces_ev_per_a": [[-0.1, 0.0, 0.0], [0.0, 0.0, 0.0], [0.1, -0.1, -0.1], [0.0, 0.1, 0.0], [0.0, 0.0, 0.0], [0.0, 0.0, 0.0], [0.0, 0.0, 0.0], [0.0, 0.0, 0.0], [0.0, 0.0, 0.0], [0.0, 0.0, 0.0], [0.0, 0.0, 0.0], [0.0, 0.1, 0.0], [0.0, 0.0, 0.0], [0.0, 0.0, -0.1], [-0.1, 0.0, 0.0], [0.0, 0.0, 0.0], [0.0, 0.0, 0.0], [0.0, 0.0, 0.0], [0.0, 0.0, 0.0], [0.0, 0.0, 0.0], [0.0, 0.0, 0.0], [0.0, 0.0, 0.0], [0.0, 0.0, 0.0], [0.0, 0.0, 0.0], [0.0, 0.0, 0.0], [0.0, 0.0, -0.1], [0.0, 0.0, 0.0], [0.1, -0.1, 0.0], [0.0, 0.0, 0.0], [0.0, 0.0, 0.0], [0.0, 0.0, 0.0], [0.0, 0.0, 0.0], [0.0, 0.0, 0.0], [-0.1, 0.0, 0.0], [0.0, 0.0, 0.0], [0.0, 0.0, 0.0], [0.0, 0.0, 0.0]], "lowdin_charge": [1.529, 0.153, -0.506, -0.223, -0.040, 0.103, -0.095, 0.106, -0.034, -0.209, -0.245, -0.309, 0.143, 0.050, -0.347, 0.113, 0.107, 0.146, 0.144, 0.980, -0.707, -0.038, 0.013, -0.246, 0.047, -0.306, -0.119, 0.060, -0.035, 0.092, 0.091, 0.101, 0.129, 0.104, 0.091, 0.081, 0.074], "e_lumo_ev": [-3.63, -7.43], "homo_lumo_gap_ha": [0.3363, 0.1998], "e_tot_ev": -103340.8159, "homo_energy_ev": [-12.776, -12.867], "s_squared": 6.026, "charge": 1, "spin_multiplicity": 5}

{"formula": "C13H10NO", "method": "the ωB97M-V functional and the def2-TZVPD basis", "elements": ["C", "C", "C", "C", "C", "C", "C", "C", "C", "C", "C", "C", "C", "N", "O", "H", "H", "H", "H", "H", "H", "H", "H", "H", "H"], "positions_angstrom": [[-1.00936, 3.97379, 1.00434], [3.59821, 0.02483, -0.21555], [2.75567, 0.71876, -1.10691], [3.04626, -0.81796, 0.78875], [-2.44021, -1.99161, 0.23900], [-3.34909, -0.94305, -0.02377], [1.41401, 0.33781, -1.05925], [1.75853, -1.27762, 0.76590], [-1.08688, -1.87775, 0.36643], [-2.90251, 0.24513, -0.53802], [0.91001, -0.62923, -0.18062], [-0.54863, -0.71917, -0.07247], [-1.44848, 0.39408, -0.52491], [-1.03628, 2.83650, 0.99262], [-0.95961, 1.45944, -0.86060], [-1.03951, 5.03762, 0.98397], [4.72366, 0.19181, -0.12573], [2.95509, 1.39247, -1.87365], [3.77927, -1.23978, 1.60804], [-2.75373, -2.94912, 0.35372], [-4.34461, -1.25529, 0.00394], [0.79433, 0.81218, -1.77123], [1.26643, -1.93301, 1.39666], [-0.63873, -2.82894, 0.67747], [-3.44384, 1.03812, -0.82816]], "atomic_forces_ev_per_a": [[-0.1, 0.8, -0.1], [0.9, 1.1, 0.7], [-0.9, -2.8, 1.7], [2.3, -1.7, 1.4], [1.4, 1.8, 0.3], [0.7, 1.3, -1.6], [1.4, 0.2, 0.0], [-0.2, 2.3, -2.2], [-1.6, -1.9, 0.7], [1.8, -4.5, 2.3], [-1.6, 1.1, 0.0], [3.3, 0.3, -0.3], [0.5, 1.3, -0.9], [0.0, -0.3, 0.9], [-0.4, -0.9, -0.3], [0.1, 0.2, 0.0], [-1.8, -0.1, -0.5], [1.3, 1.1, -0.9], [-1.5, 0.9, -1.8], [-1.7, -2.6, 0.4], [-1.7, 0.2, 0.1], [-0.6, 0.1, -0.5], [-0.1, -1.3, 1.6], [0.7, 0.9, -0.3], [-2.0, 2.6, -1.0]], "lowdin_charge": [-0.004, -0.008, -0.005, -0.057, 0.039, 0.021, 0.007, 0.010, -0.006, 0.112, -0.122, 0.005, -0.291, 0.091, 0.084, 0.068, 0.143, 0.099, 0.158, 0.103, 0.110, 0.104, 0.092, 0.150, 0.099], "e_lumo_ev": [-6.75, -6.76], "homo_lumo_gap_ha": [0.2244, 0.2241], "e_tot_ev": -17169.6746, "homo_energy_ev": [-12.858, -12.855], "charge": 1, "spin_multiplicity": 1}

In the order shown, the computed largest force on an atom values come out to 0.4 7.8 0.1 5.3 eV Å⁻¹.